[1]
Density functional theory data (the ωB97M-V functional and the def2-TZVPD basis) for a 2-piece molecular cluster, C4H14N2O overall in a non-equilibrium geometry.

Geometry (Å):
1 O -1.31713 3.45470 -0.71181
2 N -0.55096 -0.91911 -1.23635
3 N 0.86067 -1.06537 1.47984
4 C 1.92837 -1.33978 2.42872
5 C -1.90926 -0.46853 -2.06132
6 C -0.04990 0.19642 -0.40061
7 C 1.19672 -0.14103 0.36395
8 H -2.88644 -0.21916 -1.60511
9 H -0.68327 0.63492 0.33288
10 H -2.18784 3.63824 -0.31837
11 H -2.11079 -1.48433 -2.55538
12 H 2.81656 -1.75649 1.86286
13 H -1.62667 0.28433 -2.83980
14 H 1.56085 0.78786 0.78225
15 H -0.79651 4.15851 -0.27615
16 H 2.35324 -0.42395 2.87303
17 H 0.62191 -1.93490 0.94879
18 H 1.64538 -2.02563 3.23791
19 H 1.86503 -0.62807 -0.52059
20 H -0.86900 -1.70016 -0.61976
21 H 0.13901 0.95155 -1.16496

Cartesian forces, eV/Å:
-0.190 0.973 0.843
-3.268 0.787 0.302
-0.518 -0.520 -1.497
1.748 -0.156 -1.095
2.060 -2.816 -0.522
0.106 -0.085 -1.283
0.786 -1.696 -1.591
0.979 0.265 0.696
-1.404 0.163 0.427
0.194 -0.391 -0.369
0.153 1.637 0.175
-0.582 -0.034 0.755
-0.126 -0.692 0.856
0.637 0.087 -0.064
-0.004 -0.575 -0.479
-0.652 -0.102 -0.077
0.244 0.691 1.240
-0.138 0.209 -0.394
-0.531 1.042 2.379
0.157 0.847 -0.642
0.348 0.367 0.339

**ΔE to the lowest compared entry with this formula, charge and spin**: 2.823 eV
**Lowest unoccupied orbital energy**: 0.028 Ha
**SMILES string**: CNCCNC.O
**Kohn-Sham gap**: 9.47 eV

---

[2]
Density functional theory data (the ωB97M-V functional and the def2-TZVPD basis) for a 2-piece molecular cluster, C4H14N2O overall in a non-equilibrium geometry.

Geometry (Å):
1 O 1.04505 -4.18074 -1.85165
2 N -0.92250 0.81602 0.93248
3 N 0.67044 2.50920 1.68092
4 C -0.99363 -1.35710 -0.14886
5 C -0.62204 2.23335 1.16103
6 C 0.85998 0.24443 -0.67787
7 C -0.65684 0.16675 -0.34508
8 H -0.75386 2.62112 0.11959
9 H 1.42067 2.44819 1.00704
10 H 1.51733 0.21043 0.18699
11 H 0.79349 3.23817 2.35309
12 H 1.14291 -0.60228 -1.28771
13 H -0.29810 -1.66829 0.60792
14 H 1.06184 1.10716 -1.32354
15 H 1.97817 -4.12393 -1.63452
16 H -1.19224 -2.06569 -0.96986
17 H -1.30178 0.40092 -1.19672
18 H -1.91007 -1.21451 0.41646
19 H -1.49630 2.56007 1.75223
20 H 0.74209 -3.42742 -2.37905
21 H -1.08460 0.08417 1.59711

Cartesian forces, eV/Å:
-0.631 -0.275 -0.016
-0.606 -0.484 -1.657
0.571 -0.338 0.419
-0.893 1.655 1.239
-1.521 -1.467 -1.388
-0.598 0.372 -1.316
1.562 -1.872 0.017
-0.022 0.224 0.744
-0.179 0.190 0.149
-0.281 0.229 0.235
-0.159 0.300 0.041
0.055 -0.381 -0.318
0.596 -0.978 0.001
0.280 0.187 0.408
-0.044 0.474 -0.283
0.601 0.696 0.181
0.161 1.085 0.081
-0.694 -0.785 -0.066
1.000 0.616 0.164
0.677 -0.191 0.297
0.124 0.744 1.069

**ΔE to the lowest compared entry with this formula, charge and spin**: 2.188 eV
**Lowest unoccupied orbital energy**: 0.031 Ha
**SMILES string**: CC(C)NCN.O
**Kohn-Sham gap**: 9.12 eV

---

[3]
Density functional theory data (the ωB97M-V functional and the def2-TZVPD basis) for a 2-piece molecular cluster, C4H14N2O overall in a non-equilibrium geometry.

Geometry (Å):
1 O -1.51251 3.08694 1.76400
2 N 0.35275 0.32617 0.00389
3 N 2.76088 0.14648 -0.08061
4 C -2.01167 -1.37701 -1.14299
5 C 1.53659 0.20728 -0.86265
6 C -0.12026 -0.99025 0.52602
7 C -0.68359 -1.91904 -0.55995
8 H -0.87851 -0.86817 1.29288
9 H -2.40631 -0.53193 -0.58094
10 H -1.97623 -1.07394 -2.18784
11 H -1.88944 3.38343 2.59879
12 H -0.56516 3.06542 1.94659
13 H 0.76267 -1.44802 0.96552
14 H -2.75258 -2.17299 -1.11183
15 H 0.06779 -2.01631 -1.33624
16 H 1.49668 1.12261 -1.45433
17 H -0.44504 0.52916 -0.60236
18 H 3.00918 -0.80940 0.13204
19 H 2.58577 0.63738 0.78881
20 H 1.53634 -0.66432 -1.52183
21 H -0.87215 -2.91195 -0.15101

Cartesian forces, eV/Å:
0.158 0.078 0.240
-1.411 -1.264 -0.370
-0.178 0.126 -0.168
-0.001 -0.438 -0.111
-0.096 0.289 0.590
1.003 -0.267 -0.356
-0.352 0.654 0.058
0.027 0.340 0.218
-0.011 0.027 0.153
0.301 0.083 -0.046
-0.123 0.004 -0.064
-0.062 -0.136 -0.217
-0.035 -0.270 0.366
-0.210 0.067 0.066
0.021 -0.239 -0.206
0.331 -0.096 -0.219
0.353 0.954 -0.005
-0.011 0.013 0.103
0.199 -0.011 0.044
-0.094 0.077 -0.173
0.191 0.009 0.097

**ΔE to the lowest compared entry with this formula, charge and spin**: 1.359 eV
**Lowest unoccupied orbital energy**: 0.035 Ha
**SMILES string**: CCCNCN.O
**Kohn-Sham gap**: 10.11 eV

---

[4]
Density functional theory data (the ωB97M-V functional and the def2-TZVPD basis) for a 2-piece molecular cluster, C4H14N2O2 overall.

Geometry (Å):
1 O -0.48875 2.68342 1.79618
2 O 2.33143 0.73172 -0.56476
3 N -2.27939 -0.27407 -1.35551
4 N -0.37031 -2.47301 -0.67945
5 C -0.08633 -1.04214 -0.54130
6 C 1.57388 0.51034 0.64363
7 C 0.97144 -0.87383 0.55472
8 C -1.33934 -0.22710 -0.23023
9 H -1.04364 0.77456 0.08493
10 H -0.92783 -2.78165 0.11471
11 H -2.99435 0.43177 -1.19657
12 H 3.00001 1.39011 -0.33510
13 H 0.79511 1.27432 0.69744
14 H 2.21433 0.56642 1.52293
15 H 0.38144 -0.71910 -1.47122
16 H 0.55726 -1.24555 1.49435
17 H -1.77410 0.09347 -2.16046
18 H -1.79725 -0.69359 0.63569
19 H -0.81256 3.55452 1.49682
20 H 1.78334 -1.55646 0.29766
21 H -0.97782 -2.61373 -1.47829
22 H -1.31341 2.28999 2.15774

Cartesian forces, eV/Å:
-0.272 -0.076 -0.024
0.460 0.052 0.379
0.134 0.422 -0.190
-0.056 -0.351 -0.192
0.037 -0.028 0.531
-0.620 0.032 -0.292
0.136 -0.398 -0.521
0.577 -0.150 -0.072
-0.217 0.180 -0.202
0.122 0.088 0.019
-0.110 -0.133 0.119
-0.237 -0.083 -0.249
0.252 -0.016 0.356
0.091 0.119 0.046
-0.124 0.132 -0.201
-0.039 0.329 0.232
-0.063 -0.092 -0.034
-0.267 -0.088 0.251
0.053 0.060 0.008
0.057 -0.132 0.047
-0.050 0.070 -0.033
0.135 0.061 0.020

**Net charge**: -1
**ΔE to the lowest compared entry with this formula, charge and spin**: 0.097 eV
**Lowest unoccupied orbital energy (alpha / beta)**: 0.133 / 0.131 Ha
**Kohn-Sham gap (alpha / beta)**: 2.84 / 9.84 eV
**2S+1**: 2

---

- What is the formula in the fourth record?
  C4H14N2O2

---

What did the fourth record say?
Density functional theory data (the ωB97M-V functional and the def2-TZVPD basis) for a 2-piece molecular cluster, C4H14N2O2 overall.

Geometry (Å):
1 O -0.48875 2.68342 1.79618
2 O 2.33143 0.73172 -0.56476
3 N -2.27939 -0.27407 -1.35551
4 N -0.37031 -2.47301 -0.67945
5 C -0.08633 -1.04214 -0.54130
6 C 1.57388 0.51034 0.64363
7 C 0.97144 -0.87383 0.55472
8 C -1.33934 -0.22710 -0.23023
9 H -1.04364 0.77456 0.08493
10 H -0.92783 -2.78165 0.11471
11 H -2.99435 0.43177 -1.19657
12 H 3.00001 1.39011 -0.33510
13 H 0.79511 1.27432 0.69744
14 H 2.21433 0.56642 1.52293
15 H 0.38144 -0.71910 -1.47122
16 H 0.55726 -1.24555 1.49435
17 H -1.77410 0.09347 -2.16046
18 H -1.79725 -0.69359 0.63569
19 H -0.81256 3.55452 1.49682
20 H 1.78334 -1.55646 0.29766
21 H -0.97782 -2.61373 -1.47829
22 H -1.31341 2.28999 2.15774

Cartesian forces, eV/Å:
-0.272 -0.076 -0.024
0.460 0.052 0.379
0.134 0.422 -0.190
-0.056 -0.351 -0.192
0.037 -0.028 0.531
-0.620 0.032 -0.292
0.136 -0.398 -0.521
0.577 -0.150 -0.072
-0.217 0.180 -0.202
0.122 0.088 0.019
-0.110 -0.133 0.119
-0.237 -0.083 -0.249
0.252 -0.016 0.356
0.091 0.119 0.046
-0.124 0.132 -0.201
-0.039 0.329 0.232
-0.063 -0.092 -0.034
-0.267 -0.088 0.251
0.053 0.060 0.008
0.057 -0.132 0.047
-0.050 0.070 -0.033
0.135 0.061 0.020

**Net charge**: -1
**ΔE to the lowest compared entry with this formula, charge and spin**: 0.097 eV
**Lowest unoccupied orbital energy (alpha / beta)**: 0.133 / 0.131 Ha
**Kohn-Sham gap (alpha / beta)**: 2.84 / 9.84 eV
**2S+1**: 2

---

Please write out number 3 again, unchanged.
Density functional theory data (the ωB97M-V functional and the def2-TZVPD basis) for a 2-piece molecular cluster, C4H14N2O overall in a non-equilibrium geometry.

Geometry (Å):
1 O -1.51251 3.08694 1.76400
2 N 0.35275 0.32617 0.00389
3 N 2.76088 0.14648 -0.08061
4 C -2.01167 -1.37701 -1.14299
5 C 1.53659 0.20728 -0.86265
6 C -0.12026 -0.99025 0.52602
7 C -0.68359 -1.91904 -0.55995
8 H -0.87851 -0.86817 1.29288
9 H -2.40631 -0.53193 -0.58094
10 H -1.97623 -1.07394 -2.18784
11 H -1.88944 3.38343 2.59879
12 H -0.56516 3.06542 1.94659
13 H 0.76267 -1.44802 0.96552
14 H -2.75258 -2.17299 -1.11183
15 H 0.06779 -2.01631 -1.33624
16 H 1.49668 1.12261 -1.45433
17 H -0.44504 0.52916 -0.60236
18 H 3.00918 -0.80940 0.13204
19 H 2.58577 0.63738 0.78881
20 H 1.53634 -0.66432 -1.52183
21 H -0.87215 -2.91195 -0.15101

Cartesian forces, eV/Å:
0.158 0.078 0.240
-1.411 -1.264 -0.370
-0.178 0.126 -0.168
-0.001 -0.438 -0.111
-0.096 0.289 0.590
1.003 -0.267 -0.356
-0.352 0.654 0.058
0.027 0.340 0.218
-0.011 0.027 0.153
0.301 0.083 -0.046
-0.123 0.004 -0.064
-0.062 -0.136 -0.217
-0.035 -0.270 0.366
-0.210 0.067 0.066
0.021 -0.239 -0.206
0.331 -0.096 -0.219
0.353 0.954 -0.005
-0.011 0.013 0.103
0.199 -0.011 0.044
-0.094 0.077 -0.173
0.191 0.009 0.097

**ΔE to the lowest compared entry with this formula, charge and spin**: 1.359 eV
**Lowest unoccupied orbital energy**: 0.035 Ha
**SMILES string**: CCCNCN.O
**Kohn-Sham gap**: 10.11 eV

---

What did the third record say?
Density functional theory data (the ωB97M-V functional and the def2-TZVPD basis) for a 2-piece molecular cluster, C4H14N2O overall in a non-equilibrium geometry.

Geometry (Å):
1 O -1.51251 3.08694 1.76400
2 N 0.35275 0.32617 0.00389
3 N 2.76088 0.14648 -0.08061
4 C -2.01167 -1.37701 -1.14299
5 C 1.53659 0.20728 -0.86265
6 C -0.12026 -0.99025 0.52602
7 C -0.68359 -1.91904 -0.55995
8 H -0.87851 -0.86817 1.29288
9 H -2.40631 -0.53193 -0.58094
10 H -1.97623 -1.07394 -2.18784
11 H -1.88944 3.38343 2.59879
12 H -0.56516 3.06542 1.94659
13 H 0.76267 -1.44802 0.96552
14 H -2.75258 -2.17299 -1.11183
15 H 0.06779 -2.01631 -1.33624
16 H 1.49668 1.12261 -1.45433
17 H -0.44504 0.52916 -0.60236
18 H 3.00918 -0.80940 0.13204
19 H 2.58577 0.63738 0.78881
20 H 1.53634 -0.66432 -1.52183
21 H -0.87215 -2.91195 -0.15101

Cartesian forces, eV/Å:
0.158 0.078 0.240
-1.411 -1.264 -0.370
-0.178 0.126 -0.168
-0.001 -0.438 -0.111
-0.096 0.289 0.590
1.003 -0.267 -0.356
-0.352 0.654 0.058
0.027 0.340 0.218
-0.011 0.027 0.153
0.301 0.083 -0.046
-0.123 0.004 -0.064
-0.062 -0.136 -0.217
-0.035 -0.270 0.366
-0.210 0.067 0.066
0.021 -0.239 -0.206
0.331 -0.096 -0.219
0.353 0.954 -0.005
-0.011 0.013 0.103
0.199 -0.011 0.044
-0.094 0.077 -0.173
0.191 0.009 0.097

**ΔE to the lowest compared entry with this formula, charge and spin**: 1.359 eV
**Lowest unoccupied orbital energy**: 0.035 Ha
**SMILES string**: CCCNCN.O
**Kohn-Sham gap**: 10.11 eV